Formula: C39H49BN6ORuS4
Source: OMol25
Level of theory: wB97M-V/def2-TZVPD

As for the total charge: +4. Its spin multiplicity is 5. Its HOMO energy (spin up / spin down) is -19.07 / -18.92 eV. The value obtained for the electronic energy is -98787.4043 eV.

Cartesian coordinates (Å):
Ru1 -0.13 -1.92 0.36
C1 0.44 -0.38 5.17
C2 0.55 0.49 3.96
C3 1.11 1.75 3.98
C4 1.22 2.50 2.78
N1 0.82 1.99 1.63
N2 0.29 0.79 1.61
B1 -0.12 0.23 0.20
N3 1.02 0.53 -0.82
N4 0.91 1.52 -1.67
C5 1.88 1.76 -2.54
C6 3.03 0.95 -2.57
C7 3.18 -0.08 -1.68
C8 4.37 -0.98 -1.67
C9 2.11 -0.28 -0.79
S1 2.15 -1.56 0.39
C10 1.70 2.95 -3.46
C11 1.84 4.22 -2.60
C12 2.76 2.99 -4.57
C13 0.30 2.89 -4.10
N5 -1.52 0.80 -0.22
N6 -1.66 2.12 -0.27
C14 -2.85 2.63 -0.50
C15 -3.99 1.79 -0.60
C16 -3.85 0.43 -0.57
C17 -5.00 -0.52 -0.65
C18 -2.53 -0.05 -0.42
S2 -2.22 -1.76 -0.52
C19 -3.03 4.12 -0.65
C20 -1.70 4.86 -0.51
C21 -3.98 4.62 0.46
C22 -3.63 4.40 -2.03
C23 0.12 0.03 2.70
S3 -0.66 -1.51 2.51
C24 1.80 3.89 2.82
C25 3.24 3.83 3.36
C26 0.93 4.76 3.73
C27 1.83 4.51 1.41
H1 0.79 0.14 6.06
H2 1.06 -1.27 5.03
H3 -0.59 -0.70 5.34
H4 1.49 2.16 4.90
H5 3.81 1.15 -3.30
H6 5.08 -0.70 -2.44
H7 4.06 -2.02 -1.84
H8 4.88 -0.95 -0.70
H9 2.84 4.31 -2.18
H10 1.12 4.21 -1.78
H11 1.65 5.09 -3.22
H12 3.76 3.13 -4.17
H13 2.55 3.84 -5.22
H14 2.73 2.09 -5.19
H15 -0.47 2.83 -3.33
H16 0.20 2.02 -4.76
H17 0.14 3.78 -4.70
H18 -4.97 2.23 -0.69
H19 -5.93 0.00 -0.84
H20 -5.10 -1.07 0.29
H21 -4.85 -1.26 -1.44
H22 -1.23 4.66 0.45
H23 -1.87 5.93 -0.61
H24 -1.03 4.55 -1.31
H25 -3.59 4.38 1.45
H26 -4.98 4.20 0.37
H27 -4.07 5.70 0.39
H28 -2.99 4.01 -2.83
H29 -3.74 5.47 -2.17
H30 -4.62 3.96 -2.16
H31 3.28 3.48 4.40
H32 3.66 4.83 3.35
H33 3.87 3.19 2.75
H34 0.94 4.42 4.77
H35 -0.11 4.78 3.39
H36 1.31 5.78 3.72
H37 2.47 3.92 0.74
H38 2.22 5.52 1.47
H39 0.83 4.55 0.99
O1 -0.20 -4.11 -0.03
S4 -1.19 -5.26 -0.08
C28 -0.50 -6.45 -1.25
C29 0.88 -6.47 -1.49
C30 1.36 -7.29 -2.48
C31 0.47 -8.13 -3.17
C32 -0.91 -8.12 -2.90
C33 -1.40 -7.29 -1.91
C34 -0.74 -6.36 1.26
C35 0.45 -6.16 1.97
C36 0.71 -6.98 3.05
C37 -0.18 -8.02 3.38
C38 -1.37 -8.19 2.67
C39 -1.65 -7.38 1.59
H40 1.55 -5.82 -0.94
H41 2.42 -7.32 -2.71
H42 0.86 -8.83 -3.90
H43 -1.58 -8.75 -3.46
H44 -2.46 -7.27 -1.70
H45 1.13 -5.37 1.70
H46 1.61 -6.84 3.63
H47 0.07 -8.70 4.17
H48 -2.07 -8.97 2.95
H49 -2.56 -7.53 1.02